# 1
Here is an isolated molecule of C5H10N4OS from OMol25. Energies are from the ωB97M-V functional and the def2-TZVPD basis.

The geometry in XYZ format:
```
21
Properties=species:S:1:pos:R:3:forces:R:3:mulliken_spin:R:1
C 0.93183 1.67466 -0.28649 -1.08 -3.06 0.02 0.471
C -0.60170 0.07292 -0.51582 -0.61 1.56 1.21 0.925
C 0.37461 -0.90622 -0.25256 -0.18 -0.03 -0.17 0.174
C -0.03663 -2.35079 -0.18101 2.01 1.33 -1.28 0.060
C 3.26580 0.95452 0.04255 -0.10 -3.76 -3.05 0.032
N 1.61511 -0.52996 -0.04846 -1.34 -2.54 -0.18 0.269
N -2.74181 -1.24574 -0.27347 0.54 2.58 1.19 0.062
N 1.84049 0.79358 -0.07628 -0.50 3.06 -0.18 -0.047
N -2.27483 0.96649 1.36758 0.27 -1.44 -0.46 0.004
O -2.85668 1.29362 -1.01680 -1.40 1.39 -1.77 -0.005
S -2.33197 0.28131 -0.19184 3.40 -4.41 0.30 0.039
H 0.96112 2.69681 -0.26620 1.33 2.49 0.11 0.036
H 0.67956 -3.05192 0.16769 1.10 -0.43 -0.24 -0.003
H -0.73111 -2.28142 0.54641 -2.92 -0.47 2.11 -0.001
H -0.48304 -2.54557 -1.13158 -0.38 -0.75 -0.36 -0.005
H 3.52866 0.24827 0.78315 0.79 -0.38 0.97 -0.004
H 3.60534 0.45855 -0.96124 0.16 1.39 1.78 -0.002
H 3.55791 1.90368 0.22241 0.94 3.01 0.31 -0.008
H -3.53401 -1.42741 -0.83623 -1.41 0.09 -0.46 0.001
H -1.55174 1.68787 1.42667 -0.48 -0.14 -0.33 -0.002
H -3.21691 1.30675 1.48154 -0.16 0.50 0.46 0.005
```
Positions in Å, forces in eV/Å.

- spin multiplicity = 3
- gap between HOMO and LUMO (alpha / beta) (Eh) = 0.237 / 0.263

# 2
Here is a cluster of 12 separate species, C39H109N17O15 in total from OMol25. Energies are from the ωB97M-V functional and the def2-TZVPD basis.

The geometry in XYZ format:
```
180
Properties=species:S:1:pos:R:3:forces:R:3:lowdin_charge:R:1
C -8.93054 1.92941 6.77387 -0.68 0.61 1.29 -0.136
O -8.99157 1.91428 5.37319 -0.52 -0.41 -0.19 -0.181
C -10.34151 1.98417 4.85946 0.33 -0.69 0.17 -0.156
C -11.11610 0.64944 5.13817 2.00 -0.77 -0.82 -0.450
C -10.38998 -0.54395 4.48650 0.51 -0.19 -0.32 -0.065
N -12.43850 0.60774 4.60444 -0.84 1.15 -0.25 0.020
H -9.58197 1.24612 7.31871 -0.33 -0.54 -0.53 0.072
H -9.26391 2.89594 7.15173 0.11 0.45 -0.01 0.084
H -7.96614 1.73222 7.24202 0.44 0.08 -0.96 0.089
H -10.85130 2.88500 5.20111 -0.22 -0.01 0.78 0.115
H -10.24817 2.20440 3.79603 0.14 -0.63 -0.17 0.125
H -11.19567 0.45265 6.20730 0.60 0.23 0.29 0.118
H -10.27620 -0.50740 3.40307 -0.07 0.98 -0.20 0.076
H -10.98948 -1.45354 4.52306 -0.01 -0.16 0.85 0.069
H -9.37586 -0.70993 4.84998 -0.18 -0.11 0.36 0.074
H -12.89697 1.35552 5.10518 -0.91 0.10 -0.19 0.072
H -12.83880 -0.25682 4.93970 -0.38 -0.07 -0.12 0.074
C -6.48088 4.98790 -2.20641 0.27 1.07 -0.60 -0.131
O -7.68361 4.64400 -1.59638 -0.66 -0.44 0.83 -0.176
C -8.50061 3.73349 -2.29691 -0.92 -0.04 -0.36 -0.196
C -10.00483 3.83531 -1.86653 -0.20 -1.99 0.80 -0.425
C -10.82594 2.51353 -2.16551 1.26 0.16 -0.22 -0.063
N -10.67005 4.98278 -2.34671 -0.75 1.81 -0.23 0.025
H -6.02792 4.20745 -2.81782 0.03 -0.27 0.19 0.087
H -5.76941 5.39938 -1.49046 -0.03 -0.65 0.47 0.085
H -6.62888 5.86386 -2.83798 -0.26 0.01 -0.61 0.083
H -8.42954 3.90946 -3.37026 -0.17 0.32 -0.33 0.120
H -8.14647 2.70800 -2.19165 0.08 -0.26 0.44 0.115
H -10.05644 3.92945 -0.78183 0.58 0.07 0.16 0.131
H -10.62991 2.28659 -3.21345 0.05 -0.58 -0.05 0.068
H -11.91053 2.48940 -2.05979 -0.04 1.02 0.15 0.065
H -10.51852 1.71622 -1.48882 0.46 -0.25 -0.34 0.064
H -11.44217 5.14934 -1.71727 -0.05 0.38 0.05 0.074
H -11.11688 4.91149 -3.24968 0.35 -0.38 -0.36 0.073
C -0.08248 -9.59915 -8.24386 0.92 1.19 -0.02 -0.060
O 1.17913 -8.84410 -8.21085 -0.92 -1.34 0.07 -0.195
C 1.12716 -7.48490 -8.54820 0.60 -0.03 -0.44 -0.238
C 2.55221 -6.89773 -8.63852 -0.69 -0.64 0.91 -0.435
C 3.30047 -7.11367 -7.31555 -0.19 0.31 -0.49 -0.061
N 2.37385 -5.48248 -8.99544 0.70 -0.07 -0.49 0.027
H -0.75375 -9.21792 -7.47433 -0.03 -0.05 0.13 0.082
H 0.11604 -10.65899 -8.08440 0.35 0.25 0.17 0.083
H -0.59019 -9.51263 -9.20449 0.12 0.22 -0.22 0.078
H 0.68233 -7.34396 -9.53327 -0.35 -0.09 -0.27 0.115
H 0.56946 -6.87158 -7.84047 -0.23 -0.05 0.33 0.128
H 3.13243 -7.43600 -9.38799 -0.20 -0.16 -0.33 0.133
H 2.77901 -6.63043 -6.48933 -0.05 -0.07 0.05 0.079
H 4.30761 -6.70009 -7.36776 0.04 0.01 -0.02 0.071
H 3.36774 -8.19009 -7.15774 0.02 0.08 0.20 0.074
H 3.14540 -5.29992 -9.62113 0.70 0.60 0.29 0.066
H 1.64761 -5.41179 -9.69378 -0.80 -0.14 0.12 0.054
C 5.39987 -3.68616 1.23477 0.45 0.48 -0.38 -0.133
O 4.29494 -4.50640 1.04787 -0.26 -0.98 0.85 -0.191
C 3.98323 -5.21241 2.24671 -1.69 -1.12 -0.98 -0.176
C 2.81797 -6.21062 1.87129 -0.48 2.78 -1.81 -0.470
C 1.57229 -5.44462 1.40027 0.95 0.87 -0.90 -0.065
N 2.38902 -6.99762 2.95129 0.82 -1.90 1.39 0.024
H 5.17031 -2.83436 1.87494 -0.09 0.23 0.08 0.087
H 5.68771 -3.33993 0.24211 0.14 0.16 0.13 0.091
H 6.23571 -4.21568 1.69202 0.18 -0.18 -0.02 0.085
H 4.79765 -5.82867 2.62754 0.53 0.16 -0.11 0.117
H 3.67353 -4.52295 3.03210 -0.15 0.08 0.15 0.125
H 3.16738 -6.83582 1.04962 0.34 0.13 -0.35 0.134
H 0.76965 -6.11670 1.09667 -0.21 0.02 0.58 0.075
H 1.75943 -4.84446 0.50982 0.35 -0.11 -0.19 0.065
H 1.33413 -4.68061 2.14032 -0.60 -0.43 0.32 0.082
H 3.12536 -7.68893 2.94834 0.49 -0.47 1.25 0.074
H 1.65636 -7.61258 2.62706 -0.78 0.30 -0.02 0.075
C 12.13333 3.11734 -3.56936 -1.06 -0.04 -1.40 -0.135
O 11.41169 3.73322 -2.56225 0.75 -0.12 2.27 -0.217
C 12.19343 3.63157 -1.34066 -1.16 1.78 0.70 -0.169
C 11.32290 4.32653 -0.21736 0.43 -1.13 -0.49 -0.180
N 10.03679 3.66606 -0.24766 0.38 -0.90 -1.41 -0.091
C 8.93630 4.33115 0.31717 -1.41 1.74 0.61 -0.216
C 8.60605 5.62239 -0.49185 -0.54 -0.34 0.62 -0.204
O 7.23308 5.93819 -0.29090 0.00 0.34 0.25 -0.183
C 6.56387 6.34951 -1.45257 -0.61 0.25 -0.24 -0.127
H 12.95514 3.75407 -3.89694 0.43 -0.31 0.03 0.093
H 11.40654 3.05383 -4.37919 0.30 -0.15 -0.43 0.087
H 12.39866 2.09425 -3.30291 0.46 0.01 0.01 0.093
H 13.10472 4.21314 -1.47996 0.22 0.06 0.00 0.113
H 12.48739 2.60747 -1.11067 -0.42 -0.18 -0.01 0.118
H 11.23335 5.38170 -0.47562 0.33 0.28 0.12 0.105
H 11.69089 4.18132 0.79831 0.65 0.28 -0.15 0.120
H 9.79849 3.79143 -1.22111 0.12 -1.16 -0.57 0.077
H 9.04372 4.55302 1.37893 0.33 0.23 0.09 0.121
H 8.03988 3.71143 0.29570 0.01 -0.21 -0.31 0.118
H 8.78802 5.50034 -1.55960 0.04 -0.54 -0.24 0.112
H 9.27352 6.43868 -0.21569 -0.22 0.36 0.32 0.115
H 5.58877 6.79263 -1.25025 0.14 0.20 0.77 0.084
H 6.26186 5.51303 -2.08280 0.60 -0.34 -0.36 0.078
H 7.11993 7.10716 -2.00470 0.19 -0.12 -0.22 0.088
C 0.39216 -2.83771 12.71277 0.03 0.29 -1.07 -0.059
O 0.85292 -2.65723 11.33832 -0.86 2.01 2.76 -0.202
C 0.58405 -3.73146 10.53420 0.92 -0.99 -1.31 -0.280
C 0.90390 -3.23032 9.11321 -0.23 0.13 0.43 -0.189
N -0.03429 -2.14991 8.75647 0.38 -0.25 -0.41 -0.059
C -1.45689 -2.57363 8.65410 1.52 0.42 0.92 -0.189
C -2.28483 -1.49931 7.95380 -0.35 -0.20 0.66 -0.197
O -2.48957 -0.28450 8.70494 0.63 -0.79 0.38 -0.177
C -2.18052 0.79262 7.88473 0.01 1.25 -0.70 -0.154
H 0.46921 -1.91260 13.28405 0.40 0.12 -0.41 0.085
H 0.96441 -3.61218 13.22347 0.02 -0.17 -0.08 0.083
H -0.67154 -3.07569 12.71464 -0.07 -0.33 -0.07 0.083
H -0.45307 -4.06679 10.53932 -0.09 -0.25 0.55 0.106
H 1.29928 -4.47036 10.89557 -0.32 -1.06 -0.53 0.123
H 0.95220 -3.98652 8.32969 -0.36 -0.25 0.17 0.113
H 1.91901 -2.84293 9.20040 -0.02 0.39 -0.28 0.113
H 0.04940 -1.52991 9.54938 -0.19 0.54 -0.09 0.094
H -1.76453 -2.80710 9.67339 -0.91 0.28 0.04 0.102
H -1.44644 -3.54799 8.16561 -0.38 0.19 -0.62 0.120
H -3.30078 -1.86130 7.79595 0.05 -0.34 -0.54 0.120
H -1.76376 -1.22249 7.03731 -0.19 -0.37 -0.20 0.108
H -2.74812 0.75715 6.95485 -0.09 -0.18 -0.33 0.081
H -1.12285 0.85138 7.62786 0.22 -0.17 0.02 0.087
H -2.44951 1.76423 8.29913 -0.08 -0.26 0.67 0.087
C 2.56265 -1.37069 -2.83996 -0.79 -0.84 0.35 -0.117
O 3.00828 -0.06224 -2.55911 1.41 0.24 -0.26 -0.187
C 2.13835 0.83839 -1.89326 -1.58 -1.84 1.30 -0.186
C 1.93298 0.46386 -0.35675 -0.07 -0.08 -1.04 -0.191
N 0.70577 1.00739 0.26660 0.57 -0.72 0.08 -0.067
C -0.50631 0.29601 -0.20516 -0.71 1.32 -0.81 -0.189
C -1.82116 0.72985 0.50837 0.88 -0.96 -0.67 -0.201
O -2.90071 -0.10740 0.03907 0.27 0.42 0.71 -0.194
C -4.05031 0.23912 0.79858 -0.07 0.73 -0.13 -0.127
H 1.75465 -1.44966 -3.56729 -0.38 0.61 -0.01 0.087
H 2.26442 -1.94930 -1.96568 -0.42 0.40 0.50 0.072
H 3.29064 -2.07707 -3.23892 0.97 0.97 -0.21 0.085
H 1.16955 0.72513 -2.37978 -0.27 0.47 -0.11 0.102
H 2.45793 1.88046 -1.90167 0.47 -0.24 -0.63 0.119
H 2.83738 0.83141 0.12810 -0.16 -0.11 0.46 0.105
H 1.86720 -0.61933 -0.25444 0.31 0.00 0.00 0.095
H 0.68579 1.96400 -0.05682 -0.57 0.37 0.20 0.099
H -0.42355 -0.78874 -0.27280 0.35 0.02 0.65 0.123
H -0.64377 0.61802 -1.23739 -0.37 -0.31 -0.37 0.101
H -2.00191 1.77400 0.25304 -0.22 0.18 0.08 0.123
H -1.74566 0.63471 1.59158 0.14 -0.01 0.13 0.112
H -4.41474 1.21584 0.48031 -0.18 0.21 -0.22 0.083
H -3.79983 0.39121 1.84845 0.00 -0.42 0.23 0.080
H -4.88049 -0.46133 0.70758 0.40 -0.33 -0.18 0.083
N -0.26788 7.41340 -2.64488 -0.57 1.45 -0.44 0.167
C 0.12669 6.14532 -2.53161 0.45 -0.03 0.43 -0.798
N 0.25184 5.56285 -3.69512 0.14 -1.33 -4.47 0.144
O 0.40915 5.50203 -1.57638 0.30 -0.92 3.93 0.050
H -0.37117 8.07563 -1.88931 0.10 -0.33 -0.36 0.120
H -0.34310 7.63008 -3.62850 -0.38 1.23 0.73 0.097
H 0.55049 4.60032 -3.76178 -0.09 0.40 0.19 0.120
H 0.16915 6.09849 -4.54740 0.05 -0.56 -0.01 0.101
N -6.76831 -1.41403 -3.06970 -2.68 -1.27 1.85 0.151
C -5.87173 -1.24848 -4.01428 -2.02 -1.46 -3.99 -0.775
N -4.92470 -0.51359 -3.55388 4.52 2.47 1.00 0.167
O -6.00254 -1.63585 -5.18612 0.25 0.17 0.90 0.001
H -7.63609 -1.87741 -3.29845 0.26 0.12 0.42 0.121
H -6.54732 -1.01758 -2.16743 -0.95 -0.36 -0.15 0.102
H -4.13236 -0.31525 -4.14798 0.01 -0.09 0.33 0.127
H -4.81437 -0.54080 -2.55029 0.74 0.45 -0.36 0.104
N 6.39831 2.04641 -6.37437 -2.66 -2.21 -0.99 0.156
C 7.52796 2.70808 -6.28402 0.40 1.06 -0.66 -0.802
N 7.67708 3.30315 -5.12220 0.47 0.86 2.29 0.160
O 8.28516 2.87585 -7.20158 1.42 -0.17 -1.65 0.041
H 6.21326 1.64051 -7.28052 -0.20 -0.06 0.41 0.117
H 5.75261 1.92192 -5.60776 0.16 -0.09 -0.41 0.107
H 8.50226 3.87914 -5.03618 -0.43 -0.11 0.62 0.117
H 6.96086 3.10249 -4.43892 0.83 0.70 0.45 0.104
N 2.77398 2.53569 4.24707 2.47 4.26 -3.60 0.148
C 2.27014 1.90697 5.26144 2.38 1.30 2.46 -0.847
N 1.68335 0.86809 4.85251 -4.12 -5.36 -1.21 0.174
O 2.55297 2.17973 6.39790 0.12 0.48 2.24 0.049
H 3.62016 3.05285 4.43844 -0.48 0.30 -0.27 0.121
H 2.50683 2.37042 3.28716 0.35 0.03 0.31 0.103
H 1.50100 0.11507 5.50045 -0.50 0.15 -0.43 0.130
H 1.49079 0.87257 3.86104 -0.29 -1.19 0.44 0.110
N 0.34577 -0.58505 -8.11500 7.12 0.64 -3.61 0.161
C -0.68012 -0.52104 -7.39122 -2.55 3.01 3.83 -0.817
N -1.55204 -1.36051 -7.83842 -4.52 -3.45 -0.89 0.164
O -0.83442 0.29318 -6.47390 -0.11 -0.42 0.05 0.005
H 1.04510 0.13812 -8.02519 -0.03 -0.36 0.04 0.130
H 0.52378 -1.35520 -8.74372 0.12 0.38 0.23 0.120
H -2.46753 -1.47490 -7.42744 0.28 0.17 0.04 0.124
H -1.41438 -1.75598 -8.75752 -0.34 0.03 0.40 0.112
```
Positions in Å, forces in eV/Å.

- gap between HOMO and LUMO (Eh) = 0.319
- SMILES = COC[C@H](C)N.COC[C@H](C)N.COC[C@H](C)N.COC[C@H](C)N.COCCNCCOC.COCCNCCOC.COCCNCCOC.NC(N)=O.NC(N)=O.NC(N)=O.NC(N)=O.NC(N)=O

# 3
Here is an isolated molecule of C19H24ClN3O5S from OMol25. Energies are from the ωB97M-V functional and the def2-TZVPD basis.

The geometry in XYZ format:
```
53
Properties=species:S:1:pos:R:3:forces:R:3:lowdin_charge:R:1
C 0.70065 -4.82755 -2.18815 0.18 0.35 0.14 -0.059
C 1.46816 -3.51806 -2.30379 -0.33 -0.22 -0.44 -0.206
O 1.84879 -3.01761 -1.02000 0.18 0.06 0.18 -0.002
C 0.92564 -2.31395 -0.35191 -0.04 -0.27 -0.02 -0.431
O -0.18777 -2.10588 -0.77709 0.11 -0.12 -0.15 0.095
C 1.40804 -1.83906 0.94439 0.30 -0.07 0.26 -0.059
C 0.93252 -0.65827 1.58099 -0.12 0.30 -0.17 -0.165
S -0.16327 0.48574 0.80497 0.25 -0.42 0.24 0.695
O -0.31902 1.65260 1.64371 -0.16 -0.22 0.21 -0.306
O 0.31118 0.71884 -0.52858 -0.04 -0.34 0.11 -0.266
N -1.60401 -0.32367 0.82051 0.62 0.33 -0.19 -0.109
C -2.80300 0.33643 1.27986 -0.28 0.33 0.21 -0.129
C -3.41168 1.31994 0.26981 0.04 -0.27 0.37 -0.476
O -4.49681 1.13140 -0.24219 -0.26 -0.17 -0.06 0.063
N -2.64624 2.40080 0.03834 0.35 0.45 -0.21 0.070
C -3.08989 3.47561 -0.81406 -0.27 0.06 0.00 -0.152
C -2.24672 3.70950 -2.04078 -0.07 0.06 -0.01 -0.211
C -1.16103 2.91168 -2.37395 -0.06 0.06 0.00 -0.020
C -0.41827 3.16591 -3.51517 0.04 -0.02 -0.02 -0.073
C -0.74826 4.22140 -4.34598 0.02 -0.01 -0.01 -0.090
C -1.82769 5.02989 -4.03359 -0.03 0.01 0.03 -0.114
C -2.56181 4.76756 -2.89097 0.24 -0.16 -0.06 -0.611
Cl -3.91024 5.79147 -2.51865 -0.20 0.17 0.02 0.702
C 1.57489 -0.54528 2.78776 -0.41 0.46 -0.04 -0.228
C 1.45177 0.51495 3.81932 0.05 0.02 0.04 -0.012
N 2.40578 -1.62599 2.91538 -0.28 0.15 -0.33 -0.052
C 3.25201 -1.91317 4.04115 0.26 -0.15 0.27 -0.002
C 2.32611 -2.41220 1.80407 -0.32 -0.09 -0.62 -0.195
C 3.10898 -3.66716 1.68247 0.00 0.01 0.03 0.001
H -0.23018 -4.66466 -1.65076 -0.08 -0.03 0.00 0.075
H 1.29225 -5.56936 -1.65617 0.04 -0.10 0.01 0.076
H 0.47166 -5.20325 -3.18116 -0.03 -0.08 -0.11 0.078
H 0.85624 -2.76398 -2.80818 0.18 -0.09 0.03 0.125
H 2.40843 -3.65710 -2.84135 -0.12 0.07 0.07 0.125
H -1.69584 -0.91677 0.00812 0.16 -0.17 -0.10 0.099
H -2.53228 0.88015 2.18829 -0.24 -0.06 0.00 0.121
H -3.55263 -0.42337 1.51465 0.11 0.15 -0.07 0.130
H -1.75491 2.48575 0.51042 -0.19 0.04 0.07 0.101
H -4.11124 3.22083 -1.12250 0.16 0.17 0.11 0.124
H -3.13382 4.40533 -0.23190 -0.08 -0.14 -0.10 0.121
H -0.87999 2.08687 -1.73813 -0.05 -0.02 0.02 0.076
H 0.42244 2.53057 -3.74705 0.10 -0.06 -0.04 0.104
H -0.17146 4.42099 -5.23643 0.05 0.02 -0.08 0.101
H -2.10211 5.85813 -4.66829 -0.05 0.07 -0.03 0.100
H 0.77982 1.27880 3.43962 0.07 0.01 0.16 0.061
H 1.04452 0.11482 4.74810 0.00 0.01 0.09 0.092
H 2.41810 0.97250 4.02982 0.04 0.06 0.07 0.091
H 4.29924 -1.94036 3.73348 -0.04 0.03 0.06 0.102
H 3.12736 -1.14509 4.79896 0.00 -0.03 -0.03 0.086
H 2.99311 -2.88129 4.47441 0.01 0.07 0.02 0.101
H 2.86539 -4.35766 2.49054 0.03 -0.08 0.03 0.088
H 4.17784 -3.45872 1.72635 0.10 -0.05 -0.01 0.091
H 2.88923 -4.13901 0.73131 0.04 -0.05 0.03 0.075
```
Positions in Å, forces in eV/Å.

- gap between HOMO and LUMO (Eh) = 0.333
- SMILES = CCOC(=O)c1c(S(=O)(=O)NCC(=O)NCc2ccccc2Cl)c(C)n(C)c1C

How do the records compare in F_max? In the order shown, they have 5.578 8.007 0.729 eV/A.
How do the records compare in total energy? In the order shown, they have -24180.3397 -98246.1536 -58159.0831 eV.
How do the records compare in energy above the lowest of the compared OMol25 structures with the same formula, charge and spin? In the order shown, they have 2.596 7.896 0.276 eV.